A cluster of 9 separate species, C54H99N3O6 in total in a non-equilibrium geometry. Source: OMol25; level of theory: ωB97M-V with the def2-TZVPD basis set.

```
162
Properties=species:S:1:pos:R:3:mulliken_charge:R:1
C -7.50675 1.24862 1.85076 -0.233
C -8.07163 0.91926 3.06895 -0.620
C -7.27562 0.94806 4.20233 -0.197
C -5.92731 1.28298 4.10793 -0.258
C -5.35410 1.54338 2.87615 -0.117
C -6.14764 1.56277 1.74810 -0.578
N -5.14059 1.33682 5.34169 0.981
O -3.94892 1.57708 5.24095 -0.642
O -5.71812 1.15649 6.39450 -0.616
H -8.06606 1.18897 0.92442 0.400
H -9.05768 0.48127 3.13414 0.366
H -7.70075 0.65644 5.15201 0.436
H -4.32841 1.87958 2.79597 0.492
H -5.72623 1.83284 0.79046 0.421
C -1.93324 3.16595 -2.05424 -0.986
C -2.28177 1.83040 -2.21599 0.318
C -1.94587 1.21124 -3.39823 0.064
C -1.17238 1.86116 -4.37049 -0.745
C -0.78463 3.16362 -4.15811 -0.197
C -1.10655 3.80122 -2.96851 -0.306
N -0.75918 1.15531 -5.58126 1.200
O -0.06447 1.74546 -6.39519 -0.649
O -1.12624 -0.00269 -5.70052 -0.638
H -2.19343 3.69054 -1.14166 0.344
H -2.91722 1.24770 -1.56492 0.267
H -2.22977 0.18692 -3.61012 0.473
H -0.15515 3.67322 -4.87760 0.437
H -0.66999 4.74711 -2.68000 0.423
C 4.30133 0.97667 -4.32736 -0.466
C 5.00472 1.84429 -3.50075 -0.726
C 4.62421 3.17262 -3.41292 0.297
C 3.61941 3.63636 -4.24702 -0.496
C 3.01390 2.81502 -5.17854 -0.452
C 3.34356 1.46658 -5.21422 -0.446
N 3.09905 4.99492 -4.05200 1.102
O 3.84659 5.78121 -3.49970 -0.628
O 1.95240 5.22645 -4.34838 -0.597
H 4.50922 -0.08381 -4.40050 0.538
H 5.71640 1.50172 -2.76205 0.383
H 5.11783 3.84305 -2.72743 0.646
H 2.17575 3.14215 -5.78105 0.374
H 2.83270 0.81050 -5.90424 0.453
C -2.58258 -6.10694 1.24404 -1.276
C -1.39855 -6.14230 0.25693 -0.258
C -0.06819 -5.70697 0.85561 -0.184
C 1.13992 -6.07867 -0.02364 -0.580
C 2.45433 -5.68056 0.63414 -0.806
C 2.74975 -4.18061 0.71783 -0.694
H -2.68584 -5.09837 1.64631 0.170
H -2.42597 -6.81201 2.06284 0.443
H -3.50721 -6.42465 0.76267 0.371
H -1.37298 -7.15007 -0.16601 0.405
H -1.63630 -5.47494 -0.57782 0.076
H 0.04740 -6.19287 1.83002 0.521
H -0.13041 -4.63217 1.04111 -0.220
H 1.13159 -7.14875 -0.23868 0.423
H 1.04534 -5.59373 -1.00193 0.239
H 2.52491 -6.16376 1.61052 0.402
H 3.22049 -6.12241 -0.01445 0.336
H 1.94345 -3.67413 1.25418 0.149
H 3.66296 -4.05940 1.29870 0.401
H 2.83023 -3.74234 -0.27565 0.149
C 4.83232 5.52188 1.03539 -1.545
C 4.26053 4.52340 0.01842 0.448
C 2.88766 4.06849 0.50427 -0.857
C 2.24710 3.08425 -0.48865 1.291
C 0.76331 2.81427 -0.24332 0.645
C 0.42336 2.28937 1.15589 -1.255
H 5.89480 5.74150 0.87973 0.434
H 4.81988 5.19053 2.07257 0.332
H 4.30877 6.46639 0.87741 0.336
H 4.21558 4.92194 -0.99507 -0.060
H 4.94319 3.66715 -0.06046 0.180
H 2.28193 4.97453 0.59216 0.322
H 2.92610 3.51308 1.44239 0.362
H 2.29678 3.47733 -1.51182 -0.312
H 2.78493 2.13315 -0.47495 -0.629
H 0.15899 3.73167 -0.33860 0.396
H 0.24760 2.24921 -1.02850 -1.010
H 0.42479 3.11026 1.87188 0.698
H -0.54159 1.78373 1.11291 0.446
H 1.17095 1.56771 1.50003 0.187
C -7.17894 1.53817 -2.59770 -1.687
C -5.87221 0.76391 -2.40282 1.442
C -6.08303 -0.70870 -2.64636 -0.971
C -4.88477 -1.58794 -2.22352 0.858
C -5.09232 -3.08000 -2.40391 -0.823
C -4.26706 -3.94167 -1.47866 -0.914
H -7.40269 1.61883 -3.66358 0.413
H -7.20287 2.56539 -2.22364 0.420
H -8.00311 1.05019 -2.07182 0.337
H -5.10011 1.22254 -3.02187 -0.053
H -5.58186 0.87971 -1.35183 -0.671
H -6.27546 -0.95922 -3.69232 0.233
H -6.89135 -1.08048 -2.01016 0.392
H -3.99281 -1.26537 -2.77545 -0.381
H -4.62734 -1.40511 -1.17149 0.006
H -6.15454 -3.32330 -2.29606 0.414
H -4.86768 -3.34443 -3.44280 0.330
H -4.53489 -3.83712 -0.42217 0.378
H -4.36401 -4.99889 -1.74109 0.485
H -3.18108 -3.80097 -1.44693 -0.070
C -0.61607 -0.23469 3.60061 -0.116
C -0.14738 0.80985 4.58192 -0.897
C -0.95912 0.83000 5.87781 0.370
C -0.46094 1.78021 6.99317 -1.030
C -1.58301 2.31764 7.90840 0.079
C -1.27836 3.76004 8.33070 -1.419
H -1.56836 0.09473 3.16730 -0.273
H -0.86128 -1.19816 4.05363 0.435
H 0.03940 -0.43783 2.75290 0.068
H 0.90953 0.67439 4.85907 0.461
H -0.04442 1.80257 4.13077 0.266
H -0.92634 -0.15169 6.35376 0.280
H -1.98143 1.12154 5.62947 -0.223
H 0.32292 1.29482 7.57664 0.331
H 0.01547 2.67823 6.58193 0.387
H -2.57503 2.22247 7.46709 0.069
H -1.60101 1.66989 8.79091 0.295
H -1.30457 4.39108 7.44059 0.370
H -2.00665 4.15312 9.04136 0.399
H -0.29209 3.83059 8.78930 0.309
C 1.73530 -0.71432 -3.06518 -0.571
C 0.62100 -1.53874 -2.44001 -0.659
C 0.27521 -1.13042 -1.01926 2.271
C -0.97425 -1.83572 -0.47471 0.367
C -1.43572 -1.44497 0.92153 0.021
C -2.18139 -0.11055 0.91698 0.758
H 1.36507 0.31532 -3.14711 -0.002
H 2.01931 -1.01400 -4.07470 0.538
H 2.66572 -0.61572 -2.49764 -0.359
H -0.27286 -1.31912 -3.04085 0.229
H 0.74939 -2.60852 -2.62625 0.497
H 0.16709 -0.04233 -0.93993 -1.750
H 1.09568 -1.32560 -0.31375 0.134
H -1.79251 -1.58811 -1.16393 -0.366
H -0.77470 -2.91074 -0.51532 -0.336
H -2.06247 -2.23032 1.34989 0.092
H -0.55082 -1.34797 1.56068 -0.208
H -1.43226 0.63034 0.61266 -0.855
H -3.05088 -0.06438 0.26285 -0.464
H -2.46003 0.22965 1.91745 0.128
C 8.93444 -3.76877 -1.57917 -1.340
C 8.20648 -2.45204 -1.26572 -0.373
C 6.88572 -2.25067 -1.97115 -0.762
C 6.10014 -1.06000 -1.44940 0.629
C 5.25426 -1.47421 -0.22601 -0.404
C 4.44327 -0.32357 0.40079 -0.943
H 9.87923 -3.88749 -1.05811 0.373
H 8.99411 -3.90035 -2.65845 0.318
H 8.27630 -4.56290 -1.20656 0.323
H 8.12965 -2.28599 -0.18805 0.328
H 8.86111 -1.64687 -1.62784 0.287
H 6.24196 -3.13013 -1.84759 0.308
H 7.06424 -2.10216 -3.04106 0.399
H 6.78521 -0.23212 -1.23604 0.658
H 5.37393 -0.69200 -2.17902 -0.954
H 4.50349 -2.18173 -0.57793 -0.096
H 5.89512 -1.84705 0.57439 0.556
H 3.86457 -0.66071 1.26017 0.426
H 5.14577 0.42738 0.77347 0.509
H 3.79520 0.11965 -0.35710 -0.309
```

SMILES string   O=[N+]([O-])c1ccccc1.O=[N+]([O-])c1ccccc1.O=[N+]([O-])c1ccccc1.CCCCCC.CCCCCC.CCCCCC.CCCCCC.CCCCCC.CCCCCC
Strongest force on any atom   1.77 eV Å⁻¹
ΔE to the lowest compared entry with this formula, charge and spin   31.5 kcal per mole
Net charge   0
Kohn-Sham gap   9.327 eV